one | # C6H8N3O2

The ion C6H8N3O2 with charge +1 (the ωB97M-V functional and the def2-TZVPD basis, OMol25).

Element x y z (Å)
H (0.41, 1.30, -2.80)
N (0.05, 1.02, -1.90)
C (0.75, 0.68, -0.97)
O (1.98, 0.53, -0.63)
C (2.21, -0.14, 0.59)
C (0.92, 0.02, 1.40)
N (-0.13, 0.24, 0.39)
C (-0.98, 1.27, 0.70)
N (-1.69, 2.11, 0.98)
C (-0.87, -1.09, -0.07)
C (-2.14, -0.81, -0.72)
O (-0.26, -2.07, 0.16)
H (3.08, 0.31, 1.08)
H (2.43, -1.19, 0.38)
H (0.70, -0.87, 1.99)
H (0.97, 0.89, 2.06)
H (-2.50, -1.72, -1.21)
H (-2.88, -0.50, 0.02)
H (-2.04, 0.00, -1.45)

Properties
* charge: +1

Charges in e, computed with Mulliken, in the same order as the atoms: atom 1 (H): 0.316, atom 2 (N): -0.356, atom 3 (C): 0.333, atom 4 (O): -0.327, atom 5 (C): -0.339, atom 6 (C): -0.570, atom 7 (N): 0.071, atom 8 (C): 0.512, atom 9 (N): -0.367, atom 10 (C): 0.820, atom 11 (C): -1.278, atom 12 (O): -0.376, atom 13 (H): 0.364, atom 14 (H): 0.287, atom 15 (H): 0.337, atom 16 (H): 0.459, atom 17 (H): 0.360, atom 18 (H): 0.376, atom 19 (H): 0.377

two | # C6H8N3O2

A structure of composition C6H8N3O2 (the ωB97M-V functional and the def2-TZVPD basis, OMol25).

Element x y z (Å)
C (0.60, 2.27, -0.23)
C (1.55, 1.33, -0.62)
C (-0.58, 1.77, 0.30)
C (1.29, -0.01, -0.61)
C (-0.84, 0.36, 0.27)
C (-0.03, -1.96, -0.08)
N (0.09, -0.50, -0.09)
N (-4.32, -0.27, 0.52)
N (-3.44, -0.16, -0.23)
O (-1.95, -0.04, 0.84)
O (-3.16, -0.11, -1.31)
H (0.60, 3.39, -0.23)
H (2.49, 1.51, -0.99)
H (-1.29, 2.38, 0.65)
H (2.00, -0.72, -0.96)
H (0.89, -2.13, 0.35)
H (-0.89, -2.11, 0.54)
H (-0.14, -2.33, -1.16)
H (-4.22, -0.21, 1.49)

Properties
* charge: +1

Charges in e, computed with Mulliken, in the same order as the atoms: atom 1 (C): -0.331, atom 2 (C): -0.538, atom 3 (C): -0.526, atom 4 (C): -0.160, atom 5 (C): 0.710, atom 6 (C): -1.029, atom 7 (N): 0.029, atom 8 (N): -0.660, atom 9 (N): 1.317, atom 10 (O): -0.692, atom 11 (O): -0.389, atom 12 (H): 0.372, atom 13 (H): 0.447, atom 14 (H): 0.545, atom 15 (H): 0.427, atom 16 (H): 0.468, atom 17 (H): 0.381, atom 18 (H): 0.283, atom 19 (H): 0.347

Referenced to the most stable arrangement, the calculated values in kJ/mol are one 0.0; two 209.4.

one | # C2H6BNO2

A cluster of 2 separate species, C2H6BNO2 in total (the ωB97M-V functional and the def2-TZVPD basis, OMol25).

Element x y z (Å)
C (0.05, -0.68, -0.26)
C (1.27, -0.26, 0.23)
N (1.91, 0.76, -0.41)
H (-0.38, -0.22, -1.10)
H (-0.34, -1.62, -0.02)
H (1.89, -0.77, 1.06)
H (2.57, 1.37, 0.12)
H (1.33, 1.29, -1.03)
O (-1.31, 1.50, 0.67)
B (-1.79, 0.45, 0.39)
O (-2.75, -0.52, 0.41)
H (-2.44, -1.30, -0.05)

Charges in e, computed with Mulliken, in the same order as the atoms: atom 1 (C): -1.147, atom 2 (C): 0.286, atom 3 (N): -0.469, atom 4 (H): 0.326, atom 5 (H): 0.295, atom 6 (H): 0.302, atom 7 (H): 0.244, atom 8 (H): 0.225, atom 9 (O): -0.370, atom 10 (B): 0.452, atom 11 (O): -0.456, atom 12 (H): 0.312

two | # C2H6BNO2

A cluster of 2 separate species, C2H6BNO2 in total (the ωB97M-V functional and the def2-TZVPD basis, OMol25).

Element x y z (Å)
B (0.31, 0.83, -0.28)
C (-1.87, -0.39, -0.06)
C (-1.19, 0.75, -0.20)
N (2.79, 0.46, -0.25)
O (1.64, -2.17, -0.18)
O (1.52, 0.77, -0.30)
H (-2.94, -0.42, 0.00)
H (-1.35, -1.34, 0.00)
H (-1.76, 1.67, -0.27)
H (2.27, -1.46, -0.37)
H (3.35, 1.30, -0.42)
H (1.63, -2.23, 0.78)

Charges in e, computed with Mulliken, in the same order as the atoms: atom 1 (B): 0.442, atom 2 (C): -0.583, atom 3 (C): -0.134, atom 4 (N): -0.716, atom 5 (O): -0.664, atom 6 (O): 0.056, atom 7 (H): 0.247, atom 8 (H): 0.293, atom 9 (H): 0.282, atom 10 (H): 0.372, atom 11 (H): 0.098, atom 12 (H): 0.307

Referenced to the most stable arrangement, the calculated values in kJ/mol are one 0.0; two 476.8.

one | # C2H3BrN2O

A cluster of 2 separate species, C2H3BrN2O in total (the ωB97M-V functional and the def2-TZVPD basis, OMol25).

Element x y z (Å)
C (0.65, 1.37, -0.20)
C (-0.93, -0.25, 0.47)
N (0.94, -1.28, 0.00)
N (-0.26, -1.06, -0.26)
O (1.67, 0.80, -0.30)
Br (-2.72, 0.24, 0.15)
H (-0.04, 2.14, -0.51)
H (-0.47, -0.03, 1.39)
H (1.17, -1.94, -0.75)

Charges in e, computed with Mulliken, in the same order as the atoms: atom 1 (C): 0.267, atom 2 (C): -0.530, atom 3 (N): -0.608, atom 4 (N): -0.059, atom 5 (O): -0.222, atom 6 (Br): -0.139, atom 7 (H): 0.352, atom 8 (H): 0.696, atom 9 (H): 0.242

two | # C2H3BrN2O

The molecule C2H3BrN2O (the ωB97M-V functional and the def2-TZVPD basis, OMol25).

Element x y z (Å)
O (-0.85, 2.45, 0.25)
C (-0.77, 1.32, -0.01)
N (-1.37, 0.15, -0.27)
N (0.11, 0.22, -0.43)
C (0.76, -0.85, 0.33)
Br (2.69, -0.51, -0.08)
H (-1.93, -0.10, -1.06)
H (0.53, -1.72, -0.21)
H (0.84, -0.97, 1.47)

Charges in e, computed with Mulliken, in the same order as the atoms: atom 1 (O): -0.403, atom 2 (C): 0.543, atom 3 (N): -0.409, atom 4 (N): -0.153, atom 5 (C): -0.317, atom 6 (Br): -0.147, atom 7 (H): 0.254, atom 8 (H): 0.337, atom 9 (H): 0.295

Referenced to the most stable arrangement, the calculated values in kJ/mol are one 222.3; two 0.0.

one | # C3H8NO3S

A cluster of 2 separate species, C3H8NO3S in total (the ωB97M-V functional and the def2-TZVPD basis, OMol25).

Element x y z (Å)
O (-0.82, -1.74, -0.72)
C (0.25, -1.00, -0.63)
O (1.39, -1.34, -0.91)
C (0.05, 0.06, 0.55)
C (1.13, 1.13, 0.52)
S (0.99, 2.21, 2.15)
N (-1.34, 0.51, 0.54)
H (0.37, -0.61, 1.47)
H (2.20, 0.66, 0.51)
H (1.04, 1.92, -0.25)
H (-0.04, 1.63, 2.74)
H (-1.96, -0.10, 0.88)
H (-1.69, 0.83, -0.41)
H (-1.90, -2.31, -2.44)
H (-1.35, -2.21, -3.77)
O (-2.04, -1.91, -3.32)

Properties
* charge: -1

Charges in e, computed with Mulliken, in the same order as the atoms: atom 1 (O): -0.742, atom 2 (C): 0.383, atom 3 (O): -0.700, atom 4 (C): 0.035, atom 5 (C): -0.515, atom 6 (S): -0.327, atom 7 (N): -0.585, atom 8 (H): 0.189, atom 9 (H): 0.303, atom 10 (H): 0.354, atom 11 (H): 0.112, atom 12 (H): 0.258, atom 13 (H): 0.244, atom 14 (H): 0.345, atom 15 (H): 0.264, atom 16 (O): -0.619

two | # C3H8NO3S

A cluster of 3 separate species, C3H8NO3S in total (the ωB97M-V functional and the def2-TZVPD basis, OMol25).

Element x y z (Å)
C (0.06, -0.64, -0.42)
C (1.35, -0.03, -1.06)
S (2.91, 0.04, 0.21)
N (-1.15, 0.01, -1.08)
C (-2.26, 0.25, -0.09)
O (-1.90, 0.82, 0.98)
O (-3.42, -0.15, -0.49)
H (-0.03, -0.51, 0.71)
H (-0.05, -1.72, -0.62)
H (1.09, 1.02, -1.37)
H (1.64, -0.53, -1.99)
H (1.11, 1.37, 0.44)
H (-1.50, -0.54, -1.80)
H (0.01, 0.55, 2.18)
H (1.45, 0.10, 1.87)
O (0.70, -0.02, 2.55)

Properties
* charge: -1

Charges in e, computed with Mulliken, in the same order as the atoms: atom 1 (C): 0.114, atom 2 (C): -1.302, atom 3 (S): -0.240, atom 4 (N): -0.303, atom 5 (C): 0.548, atom 6 (O): -0.694, atom 7 (O): -0.754, atom 8 (H): 0.080, atom 9 (H): 0.254, atom 10 (H): 0.462, atom 11 (H): 0.352, atom 12 (H): 0.229, atom 13 (H): 0.246, atom 14 (H): 0.458, atom 15 (H): 0.236, atom 16 (O): -0.686

Referenced to the most stable arrangement, the calculated values in kJ/mol are one 0.0; two 313.6.